(1)
The following is a quantum chemistry calculation of a gas-phase ion, C2H8N4 (charge +2) in a non-equilibrium geometry, from the Open Molecules 2025 dataset.

Properties
Structure (SMILES): C1N[N@H+]1[N@H+]1CN1
Energy above the lowest of the compared OMol25 structures with the same formula, charge and spin, kJ/mol: 849.8
Charge: +2
E_tot, eV: -8137.860
Frontier orbital gap, eV: 9.8
Lowest unoccupied orbital energy, eV: -10.99

Atoms and positions in Å:
C1 -0.76 1.77 -0.36
N1 0.65 1.81 -0.17
N2 0.19 0.64 -0.50
N3 0.16 -0.61 0.71
C2 -0.22 -1.88 0.19
N4 1.12 -1.49 0.27
H1 -1.32 1.56 0.54
H2 -1.17 2.33 -1.34
H3 1.11 1.98 0.71
H4 0.44 0.01 -1.38
H5 0.21 -0.34 1.70
H6 -0.72 -1.84 -0.73
H7 -0.43 -2.76 0.79
H8 1.86 -1.79 0.94

For each atom in turn, the Mulliken charge in e is:
1. C -0.131
2. N -0.379
3. N 0.216
4. N 0.085
5. C -0.062
6. N -0.395
7. H 0.308
8. H 0.330
9. H 0.322
10. H 0.433
11. H 0.387
12. H 0.220
13. H 0.329
14. H 0.336

(2)
The following is a quantum chemistry calculation of a molecular structure, C12H32B2CdF8O12S4 in a non-equilibrium geometry, from the Open Molecules 2025 dataset.

Properties
Energy above the lowest of the compared OMol25 structures with the same formula, charge and spin, kJ/mol: 0.0
E_tot, eV: -108542.161
Frontier orbital gap, eV: 11.7
Lowest unoccupied orbital energy, eV: 0.08

Atoms and positions in Å:
Cd1 7.11 -12.62 13.19
B1 5.68 -13.75 16.01
F1 6.20 -14.14 17.25
F2 6.75 -13.87 15.01
F3 4.72 -14.50 15.46
F4 5.37 -12.36 16.06
B2 10.18 -14.02 13.21
F5 10.89 -14.57 14.17
F6 10.48 -14.56 11.90
F7 8.72 -14.28 13.52
F8 10.41 -12.63 13.23
O1 7.92 -11.59 11.36
S1 8.69 -10.91 10.35
O2 8.20 -10.78 9.04
O3 9.10 -9.42 10.88
C1 9.01 -9.30 12.30
C2 9.71 -7.97 12.51
C3 10.27 -11.74 10.29
H1 9.55 -10.09 12.75
H2 8.00 -9.34 12.70
H3 10.80 -8.11 12.74
H4 9.34 -7.55 13.46
H5 9.58 -7.21 11.74
H6 10.92 -11.01 9.92
H7 10.09 -12.52 9.55
H8 10.59 -12.06 11.30
O4 5.17 -9.23 12.02
S2 4.51 -10.41 11.64
O5 4.94 -11.61 12.32
O6 2.96 -10.24 11.92
C4 2.40 -8.89 11.50
C5 1.07 -8.77 12.28
C6 4.79 -10.64 9.86
H9 2.23 -8.97 10.45
H10 3.10 -8.12 11.84
H11 1.31 -8.79 13.31
H12 0.28 -9.50 11.94
H13 0.75 -7.72 12.09
H14 4.02 -10.06 9.25
H15 4.60 -11.69 9.62
H16 5.83 -10.34 9.67
O7 7.26 -10.74 14.30
S3 7.75 -10.10 15.48
O8 8.89 -9.31 15.35
O9 6.55 -9.35 16.10
C7 5.19 -9.44 15.49
C8 4.53 -8.11 15.62
C9 8.14 -11.40 16.66
H17 4.65 -10.24 15.97
H18 5.32 -9.70 14.43
H19 4.58 -7.71 16.64
H20 3.43 -8.31 15.34
H21 4.95 -7.41 14.86
H22 7.24 -11.58 17.26
H23 9.03 -11.05 17.16
H24 8.45 -12.28 16.09
O10 6.35 -14.08 11.52
S4 5.67 -15.33 11.55
O11 4.35 -15.24 11.00
O12 6.58 -16.32 10.72
C10 8.09 -16.31 10.78
C11 8.56 -15.69 9.50
C12 5.76 -16.13 13.09
H25 8.29 -17.39 10.95
H26 8.52 -15.88 11.65
H27 8.36 -16.40 8.66
H28 9.57 -15.42 9.63
H29 7.90 -14.80 9.34
H30 6.78 -16.21 13.48
H31 5.26 -17.04 13.04
H32 5.22 -15.56 13.83

For each atom in turn, the Mulliken charge in e is:
1. Cd 4.304
2. B -0.502
3. F -0.324
4. F -0.011
5. F -0.367
6. F -0.301
7. B 0.083
8. F -0.225
9. F -0.415
10. F -0.031
11. F -0.393
12. O -0.765
13. S 0.739
14. O -0.666
15. O -0.466
16. C 1.067
17. C -1.531
18. C -0.896
19. H 0.187
20. H -0.415
21. H 0.326
22. H 0.362
23. H 0.436
24. H 0.501
25. H 0.348
26. H 0.061
27. O -0.737
28. S 1.101
29. O -1.041
30. O -0.181
31. C -0.271
32. C -1.166
33. C -0.749
34. H 0.333
35. H 0.355
36. H 0.312
37. H 0.297
38. H 0.385
39. H 0.364
40. H 0.296
41. H 0.172
42. O -0.590
43. S 1.288
44. O -0.687
45. O -0.424
46. C 0.548
47. C -1.208
48. C -1.007
49. H 0.334
50. H -0.294
51. H 0.367
52. H 0.256
53. H 0.290
54. H 0.337
55. H 0.488
56. H 0.144
57. O -0.875
58. S 1.128
59. O -0.710
60. O -0.405
61. C 0.222
62. C -0.860
63. C -0.734
64. H 0.394
65. H -0.252
66. H 0.313
67. H 0.326
68. H 0.152
69. H 0.263
70. H 0.491
71. H 0.131

(3)
The following is a quantum chemistry calculation of a single C7H15N3OS molecule in a non-equilibrium geometry, from the Open Molecules 2025 dataset.

Properties
E_tot, eV: -24849.212
Frontier orbital gap (spin up / spin down), eV: 7.6 / 7.6
2S+1: 3
Lowest unoccupied orbital energy (spin up / spin down), eV: 0.87 / -1.41

Atoms and positions in Å:
C1 -0.69 1.82 0.71
C2 -2.95 2.28 -0.97
C3 -3.65 0.29 0.59
C4 4.01 -1.78 0.12
C5 1.78 -2.53 -0.60
C6 -2.59 0.89 -0.43
C7 2.57 -1.56 0.26
N1 0.38 1.34 1.42
N2 1.36 0.65 1.30
N3 -1.25 0.77 0.19
O1 3.13 1.14 -0.52
S1 1.98 0.25 -0.35
H1 -0.90 2.97 0.81
H2 -3.98 2.27 -1.34
H3 -3.04 2.89 -0.10
H4 -2.22 2.78 -1.60
H5 -3.42 -0.70 1.02
H6 -4.57 0.32 -0.02
H7 -3.72 1.04 1.34
H8 4.18 -2.54 0.81
H9 4.23 -2.00 -0.91
H10 4.69 -0.95 0.51
H11 2.13 -3.60 -0.40
H12 1.95 -2.24 -1.62
H13 0.75 -2.54 -0.23
H14 -2.42 0.26 -1.32
H15 2.23 -1.51 1.31

For each atom in turn, the Mulliken charge in e is:
1. C 0.235
2. C -1.459
3. C -1.140
4. C -1.246
5. C -1.285
6. C 0.332
7. C 0.214
8. N -0.223
9. N -0.184
10. N -0.386
11. O -0.584
12. S 0.526
13. H 0.245
14. H 0.384
15. H 0.385
16. H 0.358
17. H 0.339
18. H 0.339
19. H 0.318
20. H 0.430
21. H 0.330
22. H 0.314
23. H 0.358
24. H 0.411
25. H 0.344
26. H 0.273
27. H 0.371

(4)
The following is a quantum chemistry calculation of a molecular structure, C3HMgO in a non-equilibrium geometry, from the Open Molecules 2025 dataset.

Properties
Energy above the lowest of the compared OMol25 structures with the same formula, charge and spin, kJ/mol: 31.0
Charge: +1
E_tot, eV: -10606.730
Frontier orbital gap (spin up / spin down), eV: 9.2 / 5.0
Lowest unoccupied orbital energy (spin up / spin down), eV: -5.47 / -6.78

Atoms and positions in Å:
O1 1.30 -0.44 0.19
C1 0.12 -0.12 -0.11
C2 -0.84 0.26 -1.00
C3 -1.46 -0.10 0.19
H1 -2.23 0.44 0.75
Mg1 3.11 -0.04 -0.02

For each atom in turn, the Mulliken charge in e is:
1. O -0.671
2. C 0.790
3. C -0.115
4. C -0.143
5. H 0.325
6. Mg 0.814

(5)
The following is a quantum chemistry calculation of 2 unconnected molecules or ions with the total composition C3H6N2O3 in a non-equilibrium geometry, from the Open Molecules 2025 dataset.

Properties
Energy above the lowest of the compared OMol25 structures with the same formula, charge and spin, kJ/mol: 992.5
E_tot, eV: -12321.942
Frontier orbital gap, eV: 7.6
Lowest unoccupied orbital energy, eV: -0.95

Atoms and positions in Å:
C1 -2.94 -0.83 0.30
C2 -1.97 0.13 -0.11
C3 1.25 -0.31 -0.19
H1 -3.95 -0.57 0.94
H2 -2.21 -1.68 0.84
H3 -3.56 -1.06 -0.67
H4 1.77 -1.34 0.23
H5 2.52 1.36 0.47
H6 4.59 0.25 -0.11
N1 0.19 0.37 -0.59
N2 2.46 0.43 0.00
O1 -2.05 1.31 0.34
O2 -0.82 -0.43 -0.44
O3 3.40 -0.43 0.40

For each atom in turn, the Mulliken charge in e is:
1. C -0.788
2. C 0.741
3. C 0.160
4. H 0.268
5. H 0.216
6. H 0.231
7. H 0.350
8. H 0.268
9. H 0.336
10. N -0.627
11. N -0.030
12. O -0.550
13. O -0.035
14. O -0.539

(6)
The following is a quantum chemistry calculation of 2 unconnected molecules or ions with the total composition C10H15ClNO in a non-equilibrium geometry, from the Open Molecules 2025 dataset.

Properties
Charge: +1
E_tot, eV: -26660.931
Frontier orbital gap (spin up / spin down), eV: 4.4 / 7.5
2S+1: 3
Lowest unoccupied orbital energy (spin up / spin down), eV: -3.69 / -4.99

Atoms and positions in Å:
C1 -2.65 -0.35 -3.43
C2 -2.36 -1.61 -3.09
C3 -3.00 0.57 -2.30
C4 -2.14 -2.09 -1.70
C5 -2.68 0.30 -1.03
C6 -2.04 -0.98 -0.72
C7 3.35 -0.27 2.04
C8 1.66 2.10 1.69
C9 1.93 -0.24 1.66
C10 -1.57 -1.19 0.50
N1 1.19 0.79 1.56
O1 -1.30 -0.24 1.43
Cl1 -0.83 -2.78 0.92
H1 -2.87 -0.15 -4.42
H2 -2.25 -2.35 -3.78
H3 -3.62 1.53 -2.65
H4 -2.98 -2.66 -1.45
H5 -2.98 0.97 -0.08
H6 3.26 -0.87 3.00
H7 3.93 -0.86 1.21
H8 3.91 0.72 2.05
H9 1.36 2.69 0.82
H10 1.28 2.72 2.52
H11 2.74 2.34 1.83
H12 1.39 -1.09 1.43
H13 -1.19 -2.76 -1.64
H14 0.15 0.58 1.38
H15 -1.71 -0.50 2.39

For each atom in turn, the Mulliken charge in e is:
1. C -0.515
2. C -0.660
3. C -0.303
4. C -0.497
5. C -0.425
6. C 0.235
7. C -1.016
8. C -0.826
9. C 0.137
10. C 0.485
11. N 0.173
12. O -0.709
13. Cl -0.192
14. H 0.457
15. H 0.485
16. H 0.253
17. H 0.363
18. H 0.231
19. H 0.274
20. H 0.325
21. H 0.344
22. H 0.344
23. H 0.332
24. H 0.249
25. H 0.468
26. H 0.327
27. H 0.238
28. H 0.420

(7)
The following is a quantum chemistry calculation of a single C6H15N molecule in a non-equilibrium geometry, from the Open Molecules 2025 dataset.

Properties
Structure (SMILES): CCN(CC)CC
Energy above the lowest of the compared OMol25 structures with the same formula, charge and spin, kJ/mol: 96.2
E_tot, eV: -7954.769
Frontier orbital gap, eV: 9.4
Lowest unoccupied orbital energy, eV: 1.23

Atoms and positions in Å:
C1 0.15 1.60 1.90
C2 -0.94 0.88 1.07
N1 -0.36 0.10 -0.01
C3 0.01 -1.25 0.35
C4 1.54 -1.48 0.37
C5 -0.99 0.20 -1.31
C6 0.01 0.06 -2.46
H1 0.25 1.13 2.89
H2 -0.06 2.64 2.14
H3 1.12 1.53 1.42
H4 -1.57 0.25 1.70
H5 -1.60 1.63 0.66
H6 -0.46 -1.98 -0.30
H7 -0.33 -1.46 1.37
H8 1.83 -2.52 0.23
H9 1.94 -1.16 1.34
H10 2.02 -0.83 -0.35
H11 -1.52 1.15 -1.36
H12 -1.78 -0.55 -1.47
H13 0.52 -0.89 -2.38
H14 0.79 0.82 -2.40
H15 -0.57 0.13 -3.39

For each atom in turn, the Mulliken charge in e is:
1. C -1.097
2. C -0.682
3. N 0.314
4. C -0.695
5. C -1.277
6. C -0.601
7. C -1.200
8. H 0.249
9. H 0.343
10. H 0.325
11. H 0.452
12. H 0.406
13. H 0.403
14. H 0.351
15. H 0.356
16. H 0.356
17. H 0.299
18. H 0.389
19. H 0.317
20. H 0.289
21. H 0.291
22. H 0.412

(8)
The following is a quantum chemistry calculation of 2 unconnected molecules or ions with the total composition C2H9NS in a non-equilibrium geometry, from the Open Molecules 2025 dataset.

Properties
Energy above the lowest of the compared OMol25 structures with the same formula, charge and spin, kJ/mol: 66.9
Charge: -1
E_tot, eV: -14542.916
Frontier orbital gap (spin up / spin down), eV: 3.1 / 8.6
2S+1: 2
Lowest unoccupied orbital energy (spin up / spin down), eV: 3.92 / 3.81

Atoms and positions in Å:
S1 3.09 -1.42 -1.25
H1 1.96 -0.94 -0.55
C1 -0.79 1.44 1.00
C2 -0.96 -0.08 0.49
N1 -0.87 -0.32 -0.93
H2 -0.87 1.35 2.12
H3 -1.35 2.19 0.56
H4 0.31 1.59 0.90
H5 -1.94 -0.36 0.71
H6 -0.12 -0.79 0.86
H7 -1.69 0.21 -1.34
H8 0.10 -0.11 -1.27
H9 3.15 -2.74 -1.29

For each atom in turn, the Mulliken charge in e is:
1. S -1.076
2. H 0.051
3. C -1.435
4. C -1.139
5. N -0.769
6. H 0.340
7. H 0.484
8. H 0.371
9. H 0.534
10. H 0.650
11. H 0.269
12. H 0.365
13. H 0.354